ORCA calculation (ωB97M-V/def2-TZVPD) on a molecular structure, C26H20ClIN6O7Y.

The geometry in XYZ format:
```
62
Properties=species:S:1:pos:R:3:nbo_charge:R:1
I -2.0762 1.5836 2.8777 0.23
Y 0.2593 0.8456 0.6977 2.04
Cl 2.1341 1.8184 -5.2891 0.16
O -0.6340 -1.3674 0.4894 -0.83
O 0.5271 3.0489 0.6248 -0.88
O 2.1104 4.8414 -4.8121 -0.56
O 1.6136 4.7833 -0.2474 -0.59
O -2.3976 -2.6157 -0.5831 -0.73
O -1.5554 0.8442 -0.4983 -0.76
O 2.0656 5.5739 -2.7021 -0.67
N 2.3751 1.1057 2.1486 -0.55
N -3.8133 0.5804 -0.4163 -0.72
N 0.8575 -0.8664 2.5257 -0.32
N 0.1935 -1.9847 2.5828 -0.40
N 1.0606 1.5106 -1.5864 -0.38
N 1.1558 1.0636 -2.9055 -0.19
C 4.0864 2.6286 2.7539 -0.25
C 2.4712 0.5717 3.3933 0.16
C 1.6461 -0.5623 3.5740 0.02
C 3.2754 1.1325 4.4285 -0.22
C 1.9469 4.6139 -3.6075 0.77
C 4.0142 2.2441 4.1143 -0.12
C 3.2510 2.0641 1.8277 0.08
C -1.3857 -4.2856 2.5306 -0.11
C -3.3075 -4.5200 0.5083 -0.32
C 0.6574 -0.2661 -3.2627 0.20
C -0.8858 -2.5431 -3.2846 -0.18
C 1.5557 2.0766 -3.7321 0.18
C 0.1087 -2.4102 -2.3430 -0.17
C -0.5306 -2.1882 1.4907 0.62
C -2.7122 1.2259 -0.0703 0.65
C 1.6405 3.2712 -3.0356 -0.24
C 1.1792 3.6386 -0.3624 0.77
C -0.9793 -1.6332 -4.3395 -0.20
C 0.8682 -1.2629 -2.2972 -0.24
C -1.4007 -3.3630 1.4751 -0.27
C -2.8309 2.4065 0.8060 -0.48
C 1.3110 2.8500 -1.6447 0.09
C -2.3397 -5.2874 2.5934 -0.27
C -2.3729 -3.5065 0.4341 0.43
C -0.2403 -0.4596 -4.3363 -0.23
C -3.3210 -5.3857 1.6104 -0.13
H -2.2489 -5.9813 3.3896 0.22
H -3.8678 2.6979 1.0067 0.25
H -0.6227 -4.1908 3.3089 0.24
H -4.0505 -4.6847 -0.3054 0.23
H -4.0919 -6.1692 1.6964 0.23
H -3.7470 -0.2603 -1.0154 0.45
H -1.5922 -3.3562 -3.1890 0.24
H -1.6332 -1.9513 -0.2873 0.50
H 1.9778 5.3195 -1.7521 0.51
H 1.6297 -1.1282 4.5136 0.22
H 3.2297 2.4274 0.8153 0.21
H 0.2228 -3.1602 -1.5869 0.23
H 4.6319 2.7885 4.8581 0.24
H 3.1950 0.7661 5.4456 0.24
H -2.1046 3.2124 0.6126 0.29
H 1.5334 -1.0421 -1.4889 0.21
H -0.3571 0.2747 -5.1331 0.24
H 4.7135 3.4734 2.4510 0.24
H -4.7086 1.0056 -0.3101 0.42
H -1.6907 -1.8566 -5.1607 0.24
```

Summary:
total charge = +1
relative energy (zero: lowest compared OMol25 entry of this formula, charge and spin) = 0.608 eV
spin multiplicity = 1
DFT total energy = -72224.6002 eV
highest occupied orbital energy = -10.502 eV

---

ORCA calculation (ωB97M-V/def2-TZVPD) on 2 unconnected molecules or ions with the total composition C26H20ClO5S2.

The geometry in XYZ format:
```
54
Properties=species:S:1:pos:R:3:nbo_charge:R:1
Cl -3.3853 -3.5501 7.3621 -0.06
S 2.3767 0.8462 -2.4262 2.07
S -0.6712 0.5790 -2.2959 2.06
O 2.8537 -0.4421 -3.0548 -0.91
O -2.3071 0.1694 3.1254 -0.79
O 3.3102 1.6184 -1.5226 -0.91
O -1.1853 1.9624 -1.9656 -0.91
O -0.4915 0.1051 -3.7202 -0.92
C 0.9729 0.0829 -0.2001 -0.06
C 3.2647 -0.8510 0.1474 -0.18
C -3.3448 -2.4709 -0.2503 -0.18
C -3.3136 -1.1667 0.1998 -0.17
C -2.5414 -0.6277 4.0420 0.40
C 1.9758 1.7430 -4.9861 -0.19
C -3.0768 -2.4505 6.1021 -0.20
C -1.7146 -0.6276 -1.4839 -0.26
C 3.5457 0.5308 2.5130 -0.23
C 0.9124 0.4475 -1.4716 -0.59
C -2.5577 -2.8516 -1.3181 -0.22
C -3.6958 -1.1958 6.1025 -0.21
C -1.7381 -1.9258 -1.9327 -0.21
C 2.3650 0.6129 1.8081 -0.12
C 1.3459 3.2650 -3.2641 -0.19
C 1.8558 2.0481 -3.6527 -0.22
C -2.1944 -2.7984 5.0739 -0.20
C 4.4406 -0.9317 0.8579 -0.20
C 1.0859 3.8861 -5.5563 -0.19
C -2.4954 -0.2442 -0.4213 -0.20
C 4.5885 -0.2320 2.0355 -0.20
C 2.2071 -0.0656 0.6012 -0.10
C -3.4412 -0.3017 5.1094 -0.35
C -1.9254 -1.9207 4.0707 -0.36
C 0.9589 4.1874 -4.2160 -0.20
C 1.5950 2.6634 -5.9428 -0.22
H -4.0041 -3.1870 0.2135 0.22
H -1.1328 -2.1972 -2.7816 0.24
H 0.5559 5.1417 -3.9157 0.22
H 1.6948 2.4304 -6.9906 0.21
H -2.5969 -3.8658 -1.6810 0.21
H -3.9378 -0.8647 1.0250 0.25
H 0.7904 4.6079 -6.3013 0.21
H 1.5572 1.2260 2.1701 0.22
H 0.0428 -0.1132 0.3098 0.26
H -2.4762 0.7851 -0.1025 0.26
H 1.2426 3.4847 -2.2142 0.24
H 3.1639 -1.3588 -0.7972 0.23
H -4.3770 -0.9584 6.9014 0.19
H 2.3606 0.7760 -5.2655 0.24
H 3.6629 1.0789 3.4322 0.21
H -3.9093 0.6662 5.0984 0.20
H -1.2493 -2.1728 3.2741 0.19
H 5.5192 -0.2726 2.5762 0.21
H 5.2562 -1.5268 0.4847 0.21
H -1.7381 -3.7727 5.0943 0.19
```

Summary:
total charge = -1
spin multiplicity = 1
DFT total energy = -71715.8795 eV
highest occupied orbital energy = -3.113 eV

---

ORCA calculation (ωB97M-V/def2-TZVPD) on a molecular structure, C26H20F5N3O3PReSSe.

The geometry in XYZ format:
```
61
Properties=species:S:1:pos:R:3:nbo_charge:R:1
Re -0.0995 0.5863 0.4406 1.10
Se -1.7131 -3.6757 1.8904 0.16
S 0.5334 2.8591 -0.0284 0.13
P 2.0580 -0.3602 0.9097 1.06
F -0.6230 0.7697 -4.5303 -0.27
F -0.5297 3.2013 -5.8243 -0.26
F 0.5220 5.3042 -1.7518 -0.27
F -0.0119 5.4526 -4.3863 -0.27
F -0.1235 0.6127 -1.8767 -0.29
O 0.5350 -0.2370 4.4409 -0.55
O -0.0801 0.6863 2.5271 -0.68
O -6.7224 -0.4337 1.6357 -0.50
N -4.4582 0.6420 0.4130 -0.43
N -0.7616 -1.2386 0.6633 -0.67
N -2.0790 1.1167 0.1713 -0.56
C -3.2065 0.8811 0.3222 0.67
C 1.9461 -4.4722 1.0199 -0.21
C -0.0728 1.8385 -2.5143 0.31
C 0.7604 0.0927 3.3083 0.79
C -5.0397 -0.5913 -0.1031 -0.24
C 3.7855 1.4599 -0.3377 -0.22
C 2.1861 -0.1450 2.7247 -0.85
C 2.0554 -3.1569 1.4457 -0.15
C 5.0323 1.8671 -0.7794 -0.20
C 3.6438 0.2143 0.2591 -0.28
C -1.1614 -2.2352 1.1515 0.17
C 6.1302 1.0367 -0.6194 -0.18
C 1.8771 -2.4318 -0.8438 -0.21
C -0.3280 1.8876 -3.8728 0.29
C -5.7944 -1.2968 1.0363 -0.08
C -6.0869 0.6789 2.2103 -0.08
C 0.2238 2.9617 -1.7379 -0.31
C -0.2911 3.1194 -4.5228 0.30
C 1.7577 -3.7439 -1.2572 -0.18
C -0.0127 4.2719 -3.7829 0.33
C 2.0267 -2.1303 0.5111 -0.38
C 0.2521 4.1898 -2.4210 0.35
C -5.3825 1.5102 1.1276 -0.24
C 1.7970 -4.7693 -0.3245 -0.19
C 5.9851 -0.2063 -0.0205 -0.18
C 4.7444 -0.6239 0.4194 -0.21
H -6.8666 1.2691 2.6904 0.22
H 1.6297 -3.9695 -2.3035 0.23
H -6.3656 -2.1370 0.6416 0.22
H -6.1294 1.8774 0.4155 0.22
H 7.1024 1.3574 -0.9611 0.23
H 1.8517 -1.6224 -1.5635 0.22
H 2.1540 -2.9451 2.4999 0.22
H -5.7452 -0.3301 -0.8995 0.22
H -4.2565 -1.2366 -0.5063 0.23
H 1.9672 -5.2678 1.7477 0.23
H 4.6161 -1.5915 0.8842 0.22
H -5.3590 0.3527 2.9678 0.18
H 2.9241 2.1065 -0.4440 0.22
H 6.8393 -0.8516 0.1093 0.23
H -5.0750 -1.6636 1.7853 0.18
H 1.7018 -5.7959 -0.6458 0.23
H 2.7702 0.7578 2.9406 0.28
H 2.6637 -0.9893 3.2274 0.27
H 5.1459 2.8352 -1.2416 0.23
H -4.8428 2.3508 1.5648 0.23
```

Summary:
expectation value of S² = 0.774
total charge = +1
spin multiplicity = 2
DFT total energy = -139079.3758 eV
highest occupied orbital energy (spin up / spin down) = -11.406 / -11.497 eV

---

What is the formula in the first record? C26H20ClIN6O7Y

---

What is the formula in the third record? C26H20F5N3O3PReSSe

---

Number 3 is which compound? C26H20F5N3O3PReSSe